The following is a quantum chemistry calculation of a structure of composition C38H35ClN2ReSi2 at a distorted geometry, from the Open Molecules 2025 dataset.

The calculation puts the maximum force at 8.976 eV/Å. Its spin multiplicity is 4. As for the net charge: +2. The energy above the lowest of the compared OMol25 structures with the same formula, charge and spin comes out at 28.6 kJ/mol.

Each line ends with the Mulliken spin population.
Cartesian coordinates (Å):
Re: -0.71143 2.55357 1.78074  1.80
Cl: -1.78905 1.18319 0.04325  0.06
Si: 2.31554 -2.10041 -1.60809  0.07
Si: 0.07258 -0.93311 -1.25503  0.29
N: -2.84894 3.33135 1.80963  0.00
N: -1.93457 1.09491 2.97715  0.02
C: 2.32355 0.81024 -0.77873  0.04
C: -0.46827 -3.32525 2.04989  -0.01
C: 1.92903 -1.03309 -4.22523  0.04
C: 1.35200 2.73047 1.84048  0.25
C: 0.80242 3.69022 0.92281  0.02
C: 3.79405 -2.55853 -4.05390  0.00
C: -3.70473 2.70985 2.66934  0.02
C: 1.74182 -6.02583 -0.33521  0.00
C: 3.23001 1.78542 -1.21427  -0.02
C: 2.18469 -0.85775 -5.58789  0.00
C: 1.07869 -1.60307 2.75410  0.02
C: 0.44686 -2.83081 2.98308  0.03
C: 2.81724 2.76727 -2.11263  0.04
C: 0.03731 -1.48110 0.55897  0.02
C: 0.78259 -6.49169 -1.23993  0.09
C: 1.81211 -3.89519 -1.48955  0.09
C: -0.10758 4.52917 1.64770  -0.10
C: -5.92820 2.30928 3.57347  0.00
C: 4.03324 -2.41109 -5.42640  0.01
C: 3.23964 -1.54712 -6.19664  0.00
C: -4.66741 4.51777 0.82045  0.00
C: -3.24521 1.57080 3.35323  -0.01
C: -4.06408 0.86353 4.21074  0.00
C: 0.81016 -0.89774 1.58027  0.06
C: -0.68041 -2.65360 0.84751  0.04
C: -5.56600 3.94830 1.70627  0.00
C: 2.27144 -4.73800 -0.46867  0.03
C: -5.40975 1.27726 4.35048  0.00
C: -5.09720 3.03691 2.67293  0.00
C: 0.80187 2.98894 3.13865  -0.11
C: 0.88628 -4.38430 -2.42763  0.08
C: 1.05737 0.69078 -1.38955  0.06
C: 2.73369 -1.87031 -3.43501  0.05
C: -3.30658 4.21365 0.91443  0.00
C: 0.35472 -5.67077 -2.28712  -0.04
C: 0.61863 1.74592 -2.20861  0.05
C: -0.10133 4.10131 3.02883  -0.05
C: 1.49671 2.76791 -2.58205  0.00
H: 0.56863 -3.75394 -3.26513  0.00
H: -1.99762 0.29724 2.33229  0.01
H: -1.36776 -3.06459 0.10568  0.00
H: 2.09154 -6.67250 0.46774  0.00
H: -0.99263 -4.26252 2.23759  0.00
H: 0.39254 -7.50784 -1.15592  0.00
H: 3.53303 3.51512 -2.46236  0.00
H: 1.09239 -0.49100 -3.77935  0.00
H: -0.39886 1.74057 -2.59258  0.00
H: 1.06104 3.78438 -0.12108  0.02
H: 4.84916 -2.95624 -5.90419  0.00
H: 3.46421 -1.82381 -0.72121  0.01
H: 3.04508 -4.37951 0.20995  0.00
H: -6.63395 4.16328 1.66429  0.00
H: -3.68145 0.01036 4.77076  0.00
H: 1.80541 -1.20292 3.47123  0.00
H: 3.44150 -1.40447 -7.26271  0.00
H: -6.06324 0.75496 5.05233  0.00
H: 1.55796 -0.17568 -6.17102  0.00
H: -2.57276 4.65476 0.23501  0.00
H: -1.40201 0.74386 3.77230  0.01
H: -0.63633 4.56520 3.84667  0.01
H: 1.16643 3.53033 -3.28666  0.00
H: 4.27040 1.71830 -0.88624  0.00
H: -0.37844 -6.02499 -3.01439  0.00
H: -1.26944 -0.87532 -1.84916  0.01
H: 4.43972 -3.21283 -3.46591  0.00
H: 2.12397 2.01678 1.60837  0.02
H: -4.97963 5.20433 0.04079  0.00
H: 1.26879 0.08798 1.44943  -0.05
H: 0.68750 -3.40246 3.88423  0.00
H: 2.68133 0.09729 -0.02244  0.00
H: -6.99140 2.57544 3.61529  0.00
H: 1.07313 2.46786 4.04881  0.01
H: -0.64174 5.37332 1.23534  0.00

The following is a quantum chemistry calculation of a structure of composition C38H35MoN3O4SSbSe, from the Open Molecules 2025 dataset.

The calculation puts the maximum force at 0.719 eV/Å. Its spin multiplicity is 3. As for the net charge: +1. The energy above the lowest of the compared OMol25 structures with the same formula, charge and spin comes out at 124.1 kJ/mol.

Each line ends with the Mulliken spin population.
Cartesian coordinates (Å):
Sb: 1.77160 -1.17534 0.33229  -0.14
Mo: -0.24457 0.42254 1.52150  2.01
Se: -3.66871 -1.20171 1.05913  0.02
S: -1.52546 -1.28367 0.52987  0.04
O: -1.97312 1.48792 1.79076  0.02
O: -2.72519 3.60950 1.87133  0.02
O: 2.79530 0.19846 4.21181  0.01
O: 0.98608 -0.28008 2.94818  -0.01
N: -1.70023 1.76591 -0.83312  0.01
N: 0.19389 2.05999 2.88131  -0.04
N: 0.32783 1.86958 -1.45891  0.01
C: 3.83812 0.97723 1.00923  0.03
C: 3.66771 -0.24071 0.35942  -0.05
C: -5.19298 1.28604 -2.65174  0.00
C: 3.28460 -2.97387 2.26644  0.00
C: 1.34304 -4.01109 1.26994  0.01
C: 4.77022 -0.86172 -0.22256  0.00
C: -4.06894 -0.69586 -1.78898  0.00
C: -0.68681 3.04281 2.98935  0.04
C: 6.17938 0.95433 0.48576  0.00
C: -4.95878 0.97892 -0.25025  0.00
C: -5.28029 1.48512 1.13182  0.00
C: -5.71504 2.07359 -3.82246  0.00
C: 2.35291 -3.03257 -2.02485  0.00
C: 6.02073 -0.26294 -0.16159  0.00
C: 2.70246 -5.24040 2.82344  0.00
C: 1.60275 -5.17484 1.97792  0.00
C: 2.19051 -2.91460 1.41122  -0.01
C: -1.91010 2.77266 2.14285  0.02
C: 1.78227 1.88558 -1.50934  0.02
C: 2.17427 -3.57320 -3.28991  0.00
C: -3.44133 -2.02219 -2.13310  0.01
C: 5.08844 1.57584 1.07512  0.01
C: 0.38718 -2.01888 -3.71165  -0.01
C: -4.26252 -0.22088 -0.48472  0.01
C: -0.44500 1.54664 -0.40094  -0.11
C: 1.78482 0.53193 3.67380  0.00
C: 1.18452 1.91545 3.75235  0.04
C: 1.42593 2.86798 4.72111  -0.01
C: 0.56291 -1.47495 -2.44647  -0.01
C: -5.40156 1.71370 -1.34778  0.00
C: 3.53987 -4.14437 2.96882  0.00
C: -4.52637 0.08365 -2.84626  -0.01
C: -0.45043 2.26958 -2.53049  0.00
C: -0.51993 4.05058 3.91946  -0.02
C: 0.57582 3.97108 4.77350  0.02
C: -1.73794 2.19394 -2.13113  0.01
C: 1.55688 -1.96883 -1.60397  -0.01
C: 1.19664 -3.06338 -4.13317  0.00
H: -4.92719 2.26995 -4.55134  0.00
H: -6.13360 3.02702 -3.50478  0.00
H: 2.23439 2.72106 5.42336  0.00
H: -1.25318 4.84191 3.98430  0.00
H: 2.99347 1.47513 1.47743  0.04
H: -2.66138 2.40409 -2.64083  0.00
H: 0.94651 -6.02832 1.87117  0.00
H: 1.05889 -3.48996 -5.11787  0.00
H: 4.66474 -1.81539 -0.72471  0.00
H: -5.91792 0.78430 1.67345  0.00
H: 2.18073 2.16960 -0.54141  0.00
H: 3.93127 -2.11560 2.40149  0.00
H: 0.48562 -3.96720 0.60719  0.00
H: 6.87282 -0.75124 -0.61525  0.00
H: 2.79134 -4.40108 -3.61272  0.00
H: 3.10056 -3.45704 -1.36533  0.00
H: 2.17603 0.91294 -1.80521  0.00
H: -0.01500 2.57218 -3.46548  0.00
H: -6.49952 1.51776 -4.33791  0.00
H: -5.93647 2.64013 -1.17171  0.00
H: 7.15573 1.41778 0.53288  0.00
H: -2.66127 -1.89071 -2.88478  0.00
H: 2.90494 -6.14974 3.37359  0.00
H: -0.09497 -0.67944 -2.11434  0.02
H: -4.19908 -2.68083 -2.56205  0.00
H: 2.09266 2.62278 -2.24592  0.00
H: -3.00820 -2.53415 -1.28123  0.00
H: -4.38810 1.63419 1.73274  0.00
H: -5.81041 2.43385 1.06780  0.00
H: 4.39144 -4.19499 3.63423  0.00
H: -2.50609 1.61325 -0.23879  -0.01
H: 5.21122 2.52099 1.58731  0.00
H: 0.73301 4.73723 5.52062  0.00
H: -0.38737 -1.63394 -4.36259  0.00
H: -4.37698 -0.28102 -3.85764  0.00

The following is a quantum chemistry calculation of a structure of composition C38H35N4O2RhS2Si, from the Open Molecules 2025 dataset.

The calculation puts the maximum force at 0.213 eV/Å. The energy above the lowest of the compared OMol25 structures with the same formula, charge and spin comes out at 0.0 kJ/mol.

Each line ends with the Mulliken charge.
Cartesian coordinates (Å):
Rh: 0.21430 -0.40008 -0.39411  -1.93
S: -1.34751 -3.16659 -3.89491  -0.30
S: 0.43287 3.33551 -0.99598  1.24
Si: 0.71876 -2.46442 0.55916  1.52
O: 1.26652 3.91947 0.02548  -0.71
O: 0.39596 3.99969 -2.28012  -0.79
N: -0.59074 -1.23887 -2.35934  1.14
N: 2.04888 -0.01749 -1.28479  0.85
N: -1.61335 -0.37797 0.54310  1.83
N: 0.72261 1.76568 -1.18787  0.58
C: 4.24612 1.35805 -2.18681  -0.74
C: -5.22056 3.04810 1.13889  -1.53
C: 1.98587 -2.41365 1.96455  0.83
C: -0.26805 0.34548 2.34056  0.46
C: 3.36028 -2.36070 1.71988  -0.25
C: 3.16246 -0.67783 -1.61407  -0.56
C: -0.81095 -3.29945 1.29995  -1.30
C: 4.28041 -2.24685 2.75189  -0.76
C: -3.56508 2.98689 -0.76204  -0.93
C: 2.48436 -2.25016 4.33784  -0.68
C: -1.03340 -2.45429 -2.36548  -0.88
C: 1.22383 1.23829 3.99837  -1.25
C: 3.84316 -2.18681 4.06736  -0.56
C: -3.81576 3.09660 0.60323  1.05
C: 0.76844 0.26089 1.39828  2.15
C: -2.78458 -0.63955 -0.04612  -0.78
C: -0.17632 0.55323 -4.05159  -0.22
C: -1.21962 3.24889 -0.37604  -0.40
C: 3.10030 2.05068 -1.88417  -0.90
C: -2.27288 3.06712 -1.25737  -0.54
C: -2.73862 3.27545 1.46846  -0.63
C: -1.58849 -0.03946 1.85059  0.34
C: 4.28684 -0.03601 -2.07334  -0.94
C: -2.76039 -0.06261 2.60506  -0.54
C: 2.25830 1.18203 3.06557  -1.08
C: 1.97278 1.32557 -1.45255  0.11
C: 1.57255 -2.36254 3.29779  -0.40
C: -0.48147 -0.09303 -6.36654  -0.44
C: -0.84636 -1.37186 -6.00766  -0.52
C: 1.45358 -3.73422 -0.64881  -1.55
C: -0.86758 -1.68477 -4.64981  0.96
C: -3.97779 -0.66349 0.64285  -0.94
C: -0.51122 -0.74834 -3.67124  -1.18
C: -0.04083 0.82518 3.63368  -0.78
C: -3.95572 -0.39419 2.00525  -1.14
C: -0.16218 0.86310 -5.39418  -1.17
C: 2.03445 0.69826 1.78967  -0.12
C: -1.44074 3.34971 0.98852  -0.01
H: -0.53331 -4.26979 1.71994  0.50
H: 0.99786 -3.76733 -1.63835  0.48
H: 1.34172 -4.72222 -0.19195  0.37
H: -2.74686 -0.83720 -1.10708  0.41
H: 0.08872 1.87020 -5.69964  0.48
H: -1.11843 -2.10624 -6.75371  0.40
H: 2.86405 0.64980 1.09529  0.32
H: -2.07654 3.00650 -2.32042  0.55
H: -2.72088 0.17972 3.65705  0.48
H: -2.91996 3.36447 2.53400  0.39
H: 0.02199 1.29719 -3.29851  0.84
H: -1.18127 -3.02342 -1.45870  0.36
H: 5.12088 1.89742 -2.52794  0.41
H: 3.03689 3.12474 -1.98238  0.56
H: -4.39456 2.85390 -1.44708  0.33
H: -5.49895 4.00404 1.58613  0.38
H: 5.17023 -0.60125 -2.33074  0.49
H: -4.89650 -0.88960 0.12088  0.48
H: 5.33957 -2.20260 2.52924  0.43
H: 3.73341 -2.39918 0.70388  0.12
H: -0.84968 0.88495 4.35236  0.34
H: -5.31828 2.28669 1.91432  0.28
H: -1.59057 -3.47274 0.55225  0.33
H: 3.25000 1.51680 3.34405  0.43
H: -0.59776 3.49102 1.65277  0.49
H: 0.51553 -2.39140 3.53664  0.21
H: 2.13212 -2.20432 5.36112  0.41
H: 3.12671 -1.75171 -1.50069  0.44
H: 4.55734 -2.09358 4.87584  0.39
H: 1.40899 1.60975 4.99772  0.42
H: -4.86758 -0.42749 2.58773  0.47
H: -1.26464 -2.70855 2.09725  0.24
H: 2.52502 -3.58274 -0.78924  0.41
H: -5.93827 2.82486 0.35006  0.36
H: -0.46044 0.18071 -7.41313  0.40

The following is a quantum chemistry calculation of a structure of composition C38H36B2ClF4N4O4P2Sr, from the Open Molecules 2025 dataset.

The calculation puts the maximum force at 0.875 eV/Å. As for the net charge: -1. The energy above the lowest of the compared OMol25 structures with the same formula, charge and spin comes out at 0.0 kJ/mol.

Each line ends with the Mulliken charge.
Cartesian coordinates (Å):
Sr: -2.64764 0.53219 -0.85467  1.96
Cl: -5.34406 1.69871 -1.86233  1.96
P: 1.20351 -1.42783 -0.76422  0.51
P: 0.77780 0.53419 2.50093  0.57
F: -3.67760 -3.58834 -0.14430  -0.35
F: -1.40697 -3.90187 0.02158  -0.25
F: -2.54835 -2.91105 1.75234  -0.34
F: -2.26005 -1.78087 -0.22491  -0.02
O: -5.96008 1.11264 -3.00945  -0.64
O: -6.09772 2.78228 -1.34201  -0.64
O: -3.98438 2.14689 -2.21874  -0.80
O: -5.13585 0.67438 -0.83078  -0.90
N: -2.36945 2.13833 1.09249  -0.40
N: -0.35559 1.80552 -1.61073  1.57
N: -1.08198 1.21283 -3.82282  -0.72
N: -1.58808 0.20677 -3.30797  0.77
C: -2.72883 -1.84691 -3.69587  -0.17
C: -2.47611 -0.54819 -4.12373  0.20
C: 1.15414 -1.91278 1.01544  -1.49
C: -0.31887 2.02450 -2.92173  -0.47
C: 3.33823 0.59869 3.62966  -0.27
C: 3.29304 -5.17873 -2.53211  -0.47
C: -2.74404 0.61496 4.66929  -0.75
C: 3.62576 1.42257 -2.37030  -0.63
C: -2.52868 3.19485 1.54128  -0.49
C: -4.05887 -0.78194 -5.89384  -0.64
C: 1.09427 3.67992 -1.32774  -1.02
C: 3.99097 -3.98168 -2.48633  -0.72
C: 1.40248 -4.09640 -1.50534  -0.73
C: 3.38362 0.21855 0.11693  -0.44
C: 1.10864 3.90218 -2.69251  -0.55
C: 4.47893 1.79374 -1.33874  -0.77
C: 2.08257 0.00169 3.69072  0.22
C: 4.35218 1.19186 -0.09498  -0.71
C: -0.56672 0.93761 3.67978  0.56
C: 3.40220 -2.84574 -1.94364  -0.43
C: 4.35186 0.22170 4.50493  -0.58
C: -3.14560 0.00179 -5.21269  -0.28
C: 2.86092 -1.35807 5.53044  -0.65
C: 0.37710 3.06075 -3.51819  -0.52
C: 4.11486 -0.76128 5.45247  -0.45
C: 2.64684 0.46631 -2.14683  -0.30
C: 0.18759 -1.09749 1.88233  -0.85
C: -1.46017 2.55953 5.23404  -0.62
C: 2.10248 -2.88814 -1.44209  0.63
C: 1.99707 -5.23140 -2.03601  -0.70
C: -2.61534 1.80104 5.37292  -0.44
C: -1.72801 0.18353 3.82546  -0.10
C: 0.34005 2.62750 -0.82504  -0.58
C: 1.85401 -0.97608 4.65916  -0.64
C: -4.29976 -2.09199 -5.49119  -0.34
C: -3.63939 -2.62500 -4.39448  -0.80
C: 2.51449 -0.15368 -0.90314  0.51
C: -0.44902 2.13182 4.39121  -0.68
B: -2.49631 -3.10513 0.38027  0.10
B: -2.68843 4.63731 2.16767  0.43
H: 0.28270 2.44011 0.23954  0.25
H: 2.15103 -1.98290 1.45985  0.63
H: -3.42008 2.14745 6.00820  0.36
H: 1.43788 -6.15803 -2.06947  0.44
H: -2.97591 1.03495 -5.47891  0.42
H: 1.63691 4.31673 -0.64377  0.53
H: 2.66851 -2.11924 6.27615  0.40
H: -0.15479 -1.71537 2.71452  0.82
H: 0.76955 -2.93485 0.97156  0.65
H: 1.67101 4.72756 -3.11001  0.43
H: 5.23670 2.54938 -1.50391  0.36
H: -2.74244 5.42627 1.24329  -0.19
H: 3.96963 -1.92430 -1.90878  0.32
H: -5.02891 -2.68937 -6.02314  0.38
H: 0.38318 -4.14766 -1.14207  0.47
H: -3.64785 0.02513 4.75399  0.44
H: 0.43566 2.74696 4.26344  0.33
H: -3.84631 -3.63384 -4.06457  0.43
H: 3.51765 1.37046 2.88985  0.45
H: -1.36099 3.50130 5.75794  0.37
H: 1.97198 0.18856 -2.95021  0.42
H: 3.75297 -6.06386 -2.95334  0.35
H: 4.90072 -1.06025 6.13456  0.37
H: 3.71386 1.88662 -3.34485  0.46
H: -1.69691 4.82287 2.85237  -0.19
H: 5.01305 1.47439 0.71592  0.43
H: -4.60943 -0.36476 -6.72663  0.36
H: -2.21497 -2.23052 -2.82116  0.37
H: -3.70166 4.64389 2.83627  -0.18
H: -0.70821 -0.84879 1.31286  0.15
H: 5.00248 -3.92675 -2.86994  0.40
H: 3.31386 -0.24760 1.08856  0.51
H: 0.87323 -1.43064 4.73906  0.31
H: -1.87238 -0.73695 3.27515  0.40
H: 0.32169 3.18917 -4.58927  0.53
H: 5.32294 0.69736 4.44506  0.41

Here are the calculated E_tot numbers, same order: -2695.43908; -5042.22232; -3035.09211; -3612.62520 (Eh).
Here are the calculated M numbers, same order: 797.5; 926.4; 774.9; 895.4 (g/mol).